An isolated ion of composition C6H13N2S and charge +1. Source: OMol25; level of theory: ωB97M-V/def2-TZVPD.

```
! RIJCOSX wB97M-V def2-TZVPD def2/J DEFGRID3
* xyz 1 1
C -1.513 -0.092 0.744
C -1.423 -0.538 1.996
C 1.261 -0.146 2.263
C -1.046 -0.812 -2.218
C 0.707 1.136 -1.860
C -0.596 0.466 -1.470
N 2.486 -0.339 2.649
N -0.443 0.232 -0.012
S -0.013 -1.140 2.891
H -2.483 0.119 0.389
H -2.336 -0.795 2.368
H 1.113 0.775 1.715
H -1.893 -1.347 -1.704
H -1.479 -0.452 -3.109
H -0.269 -1.415 -2.742
H 0.853 1.864 -1.103
H 0.632 1.733 -2.849
H 1.397 0.383 -2.150
H -1.307 1.286 -1.413
H 3.122 0.344 2.279
H 2.807 -1.008 3.323
H 0.424 -0.253 0.012
*
```

Properties
LUMO energy (spin up / spin down) in Ha: -0.168 / -0.168
Gap between HOMO and LUMO (spin up / spin down) in eV: 7.482 / 7.482

Which charges does natural (NBO) predict for the atoms? In e, they are: number 1, C, carries 0.08; number 2, C, carries -0.51; number 3, C, carries 0.00; number 4, C, carries -0.66; number 5, C, carries -0.64; number 6, C, carries -0.04; number 7, N, carries -0.66; number 8, N, carries -0.61; number 9, S, carries 0.49; number 10, H, carries 0.23; number 11, H, carries 0.25; number 12, H, carries 0.26; number 13, H, carries 0.23; number 14, H, carries 0.24; number 15, H, carries 0.24; number 16, H, carries 0.23; number 17, H, carries 0.24; number 18, H, carries 0.22; number 19, H, carries 0.20; number 20, H, carries 0.43; number 21, H, carries 0.44; number 22, H, carries 0.37